Version w
Below is a molecular structure, C8H12N2O, with properties calculated with ωB97M-V with the def2-TZVPD basis set.

As for the orbital gap (alpha / beta): 8.53 / 8.53 eV. As for the charge: 0. The calculation puts the LUMO energy (alpha / beta) at 0.62 / 0.62 eV. The highest occupied orbital energy (alpha / beta) is -7.91 / -7.91 eV.

Element x y z (Å)
C1 0.817 1.104 -1.089
C2 0.074 -0.188 1.975
C3 1.116 -0.189 -0.962
C4 -0.387 -0.379 -0.790
C5 1.408 2.425 -1.091
C6 2.303 -1.046 -1.109
C7 -1.229 -1.560 -0.811
C8 -0.750 2.149 2.343
N1 -0.681 0.866 -0.717
N2 -0.348 0.803 2.447
O1 0.450 -1.300 1.936
H1 1.311 3.016 -2.030
H2 2.513 2.411 -1.111
H3 1.028 2.947 -0.265
H4 3.297 -0.587 -1.012
H5 2.303 -1.442 -2.186
H6 2.290 -1.841 -0.415
H7 -2.296 -1.341 -0.870
H8 -1.073 -2.184 0.056
H9 -1.004 -2.213 -1.673
H10 0.287 2.701 2.194
H11 -1.330 2.380 1.545
H12 -1.135 2.554 3.293

Version x
Below is 2 unconnected molecules or ions with the total composition C8H12N2O, with properties calculated with ωB97M-V with the def2-TZVPD basis set.

As for the orbital gap (alpha / beta): 6.53 / 8.02 eV. As for the charge: 0. The calculation puts the LUMO energy (alpha / beta) at 0.04 / 0.24 eV. The highest occupied orbital energy (alpha / beta) is -6.49 / -7.78 eV.

Element x y z (Å)
C1 -2.371 -1.592 -0.010
C2 -1.444 -0.983 -0.864
C3 -2.719 -0.653 0.936
C4 -1.362 0.372 -0.460
C5 -0.634 1.447 -0.929
C6 -0.717 2.851 -0.474
C7 2.751 -0.884 1.430
C8 1.953 -1.235 -0.735
N1 1.395 0.785 0.293
N2 1.941 -0.386 0.269
O1 -2.179 0.499 0.644
H1 -2.573 -2.582 -0.030
H2 -0.913 -1.597 -1.660
H3 -3.355 -0.747 1.690
H4 0.258 3.384 -0.699
H5 -0.927 2.917 0.646
H6 -1.498 3.326 -1.037
H7 2.815 -1.927 1.416
H8 3.862 -0.659 1.175
H9 2.430 -0.429 2.304
H10 -0.069 1.315 -1.834
H11 1.525 -0.977 -1.654
H12 1.831 -2.246 -0.416

Which structure is the least stable? The one labeled version x.